No. 1
Density functional theory data (ωB97M-V/def2-TZVPD) for a molecular structure, C32H44BrHfN3P2S in a non-equilibrium geometry.

Each line ends with the Löwdin charge.
Geometry (Å):
Hf1 0.307 -0.169 0.583  1.51
Br1 6.261 -3.404 0.432  0.88
S1 0.393 -0.253 5.338  1.24
P1 -2.029 0.722 0.120  0.85
P2 1.842 1.789 -0.353  0.88
N1 0.204 -0.651 2.767  -0.11
N2 0.368 1.628 3.354  0.14
N3 -3.235 -2.432 -4.445  0.14
C1 -2.288 1.301 -1.624  -0.37
C2 4.388 -3.115 0.035  -0.57
C3 2.441 -1.920 0.630  -0.11
C4 0.417 -2.078 -0.648  -0.12
C5 -3.310 -3.114 -3.298  -0.06
C6 0.312 0.313 3.710  -0.65
C7 1.677 4.696 -0.757  -0.10
C8 2.922 2.287 1.063  -0.40
C9 0.352 -3.138 5.421  -0.01
C10 -2.382 -2.950 -2.270  0.02
C11 -2.229 -1.576 -4.647  -0.06
C12 -3.705 3.054 0.478  -0.09
C13 -3.387 -0.513 0.162  -0.37
C14 -1.246 -1.335 -3.686  0.01
C15 0.046 -1.944 3.356  -0.31
C16 1.762 -2.558 -0.428  -0.25
C17 4.321 2.754 0.677  -0.11
C18 3.759 -2.233 0.913  -0.09
C19 2.802 1.143 -1.801  -0.38
C20 -2.624 2.161 1.086  -0.38
C21 0.219 -4.343 4.704  0.00
C22 -0.028 -4.328 3.324  -0.02
C23 0.232 -1.929 4.739  -0.40
C24 -0.565 -1.594 -1.347  -0.02
C25 3.362 2.177 -2.784  -0.10
C26 0.993 3.332 -0.936  -0.38
C27 -4.838 -0.117 0.444  -0.09
C28 -0.135 -3.118 2.632  -0.03
C29 -1.414 -1.952 -2.441  -0.27
C30 -3.658 1.335 -2.313  -0.09
C31 2.415 -3.475 -1.290  0.06
C32 3.752 -3.789 -1.031  -0.01
H1 0.303 -5.298 5.214  0.14
H2 1.827 -3.866 -2.136  0.15
H3 1.911 -1.134 1.291  0.04
H4 0.730 3.191 -1.995  0.09
H5 0.984 5.488 -1.084  0.11
H6 -0.148 -5.250 2.763  0.13
H7 -0.346 -3.053 1.559  0.09
H8 2.561 2.752 -3.263  0.08
H9 -0.433 -0.633 -3.854  0.13
H10 0.564 -3.144 6.486  0.14
H11 -3.405 3.545 -0.457  0.09
H12 4.074 2.875 -2.322  0.08
H13 3.601 0.466 -1.449  0.09
H14 1.926 4.914 0.289  0.08
H15 -3.900 3.850 1.208  0.11
H16 4.262 -4.529 -1.645  0.14
H17 0.028 3.341 -0.397  0.05
H18 -4.141 -3.805 -3.169  0.14
H19 -4.093 0.347 -2.533  0.09
H20 -1.609 0.689 -2.238  0.04
H21 4.250 -1.778 1.778  0.13
H22 2.403 3.056 1.659  0.09
H23 4.314 3.697 0.117  0.08
H24 2.587 4.811 -1.366  0.09
H25 2.093 0.490 -2.343  0.07
H26 -3.468 1.815 -3.286  0.11
H27 0.401 2.321 4.092  0.14
H28 -0.024 1.902 2.445  0.06
H29 -2.454 -3.502 -1.337  0.14
H30 -5.390 -1.069 0.493  0.11
H31 -4.996 0.405 1.400  0.09
H32 -5.308 0.472 -0.356  0.08
H33 3.009 1.419 1.742  0.07
H34 -2.978 1.699 2.017  0.10
H35 -4.653 2.527 0.306  0.08
H36 4.849 1.994 0.092  0.08
H37 -1.745 2.777 1.342  0.06
H38 -2.200 -1.039 -5.593  0.14
H39 -4.420 1.941 -1.803  0.07
H40 -3.083 -1.285 0.885  0.08
H41 -1.875 2.318 -1.579  0.07
H42 4.916 2.930 1.583  0.10
H43 -3.302 -0.968 -0.839  0.06
H44 3.902 1.659 -3.588  0.10

Results
Energy above the lowest of the compared OMol25 structures with the same formula, charge and spin ... 0.0 kcal/mol
HOMO (spin up / spin down) ... -19.3 / -19.3 eV
Calculated total energy ... -139087.4295 eV
Orbital gap (spin up / spin down) ... 4.5 / 4.5 eV
Charge ... +4


No. 2
Density functional theory data (ωB97M-V/def2-TZVPD) for 8 unconnected molecules or ions with the total composition C13H21Cl21N3O in a non-equilibrium geometry.

Each line ends with the Löwdin charge.
Geometry (Å):
Cl1 -3.365 -0.255 5.471  0.53
Cl2 10.421 -0.872 -9.844  0.54
Cl3 6.752 0.353 -2.890  0.55
Cl4 -3.483 1.537 3.182  0.49
Cl5 -1.609 -3.798 3.493  0.54
Cl6 7.951 -1.472 -8.441  0.49
Cl7 -0.657 -1.059 3.473  0.52
Cl8 3.205 4.379 2.741  0.56
Cl9 -7.156 0.433 0.892  0.48
Cl10 0.804 2.997 3.611  0.55
Cl11 10.449 -2.657 -7.555  0.53
Cl12 -9.814 -0.403 -0.811  0.48
Cl13 -5.899 0.893 4.648  0.58
Cl14 -9.397 2.195 1.550  0.54
Cl15 -12.661 -0.073 -0.360  0.53
Cl16 4.553 -1.408 -3.618  0.52
Cl17 0.351 -2.925 5.449  0.57
Cl18 -6.852 3.317 0.730  0.52
Cl19 3.154 1.480 2.819  0.63
Cl20 -11.609 -0.039 -3.066  0.53
Cl21 6.569 -0.710 -5.586  0.53
O1 3.790 -0.800 0.775  -0.18
N1 -2.004 -1.523 -0.347  0.18
N2 -1.110 0.491 0.203  0.16
N3 0.236 -1.410 0.149  0.17
C1 -11.431 -0.717 -1.448  -1.55
C2 -0.227 -2.748 3.801  -1.54
C3 4.545 0.179 0.053  -0.11
C4 1.432 -0.589 0.495  -0.29
C5 2.696 -1.313 0.082  -0.20
C6 1.233 0.761 -0.142  -0.12
C7 9.696 -1.239 -8.281  -1.56
C8 0.041 1.325 0.585  -0.15
C9 -4.164 1.150 4.777  -1.52
C10 -7.651 1.992 1.579  -1.55
C11 -0.919 -0.773 0.029  -0.45
C12 2.572 2.966 3.578  -1.50
C13 5.665 -0.149 -4.187  -1.54
H1 2.839 -1.320 -0.995  0.11
H2 -2.399 -1.427 -1.265  0.12
H3 1.468 -0.436 1.562  0.09
H4 -0.107 2.370 0.384  0.13
H5 2.584 -2.352 0.377  0.13
H6 2.927 2.986 4.600  0.02
H7 -7.330 2.014 2.610  -0.05
H8 0.393 -1.868 -0.748  0.17
H9 -2.357 -2.228 0.278  0.11
H10 -1.939 0.669 0.762  0.14
H11 9.863 -0.396 -7.625  0.01
H12 -3.990 1.998 5.425  0.02
H13 4.422 0.108 -1.019  0.04
H14 0.974 0.635 -1.190  0.14
H15 -11.567 -1.788 -1.514  0.01
H16 5.584 -0.003 0.267  0.09
H17 4.311 1.179 0.396  0.04
H18 5.076 0.708 -4.484  0.01
H19 0.571 -3.029 3.126  0.01
H20 2.100 1.389 -0.058  0.11
H21 0.252 1.251 1.643  0.05

Results
HOMO ... -12.3 eV
Calculated total energy ... -283303.3386 eV
Orbital gap ... 9.2 eV
Charge ... +1


No. 3
Density functional theory data (ωB97M-V/def2-TZVPD) for 2 unconnected molecules or ions with the total composition C3H12N2O2 in a non-equilibrium geometry.

Each line ends with the Löwdin charge.
Geometry (Å):
O1 -1.375 -5.072 -0.527  -0.10
O2 -0.644 -1.252 -0.188  -0.07
N1 -0.410 0.787 1.641  0.01
N2 0.248 2.765 -1.034  0.01
C1 0.680 0.800 0.571  -0.35
C2 1.023 2.151 0.052  -0.27
C3 0.017 -0.082 -0.600  -0.22
H1 -1.101 0.039 1.382  0.07
H2 -0.808 -1.816 -0.952  0.09
H3 -1.376 -4.789 0.468  0.09
H4 1.116 2.807 0.932  0.13
H5 1.531 0.284 1.058  0.14
H6 0.028 0.829 2.569  0.06
H7 -0.296 2.190 -1.639  0.03
H8 -0.464 -5.334 -0.584  0.01
H9 -0.316 3.574 -0.699  0.09
H10 -0.715 0.538 -1.025  0.09
H11 0.906 -0.259 -1.080  0.09
H12 1.957 1.841 -0.345  0.09

Results
Energy above the lowest of the compared OMol25 structures with the same formula, charge and spin ... 61.6 kcal/mol
SMILES string ... NC[C@@H](N)CO.O
HOMO ... -8.7 eV
Calculated total energy ... -10378.8772 eV
Orbital gap ... 9.3 eV


No. 4
Density functional theory data (ωB97M-V/def2-TZVPD) for a molecular structure, C21H50BrN3O5S.

Each line ends with the Löwdin charge.
Geometry (Å):
Br1 4.687 1.409 -0.024  0.86
S1 6.595 -2.229 -0.320  0.62
O1 5.523 -2.261 -1.503  -0.15
O2 6.243 0.408 -2.036  0.03
O3 7.859 -2.557 -0.857  -0.19
O4 6.069 -2.888 0.822  -0.21
O5 6.488 -0.645 -0.042  -0.18
N1 -5.713 4.979 -1.907  -0.20
N2 3.183 -4.599 4.777  -0.20
N3 -0.718 0.487 -2.500  -0.20
C1 -0.311 1.814 -2.057  -0.25
C2 -7.087 5.451 -1.907  -0.28
C3 3.587 -1.016 -2.338  -0.01
C4 -5.742 4.027 0.470  -0.08
C5 3.180 -4.215 6.180  -0.25
C6 4.578 -1.197 -1.226  -0.38
C7 4.003 -3.785 3.894  -0.25
C8 -1.864 -0.091 -1.813  -0.25
C9 3.288 -6.024 4.516  -0.28
C10 -1.100 3.020 -2.580  -0.08
C11 5.554 -0.047 -0.945  -0.93
C12 -5.482 3.860 -2.803  -0.25
C13 -3.247 0.484 -2.129  -0.09
C14 5.526 -3.929 3.970  -0.08
C15 -5.073 4.895 -0.603  -0.24
C16 -7.248 6.805 -1.234  -0.09
C17 2.201 -6.835 5.205  -0.09
C18 0.602 0.588 -4.586  -0.08
C19 -6.198 2.537 -2.510  -0.09
C20 -0.738 0.282 -3.939  -0.27
C21 4.367 -4.658 7.045  -0.08
H1 -7.269 2.676 -2.352  0.07
H2 -7.788 4.739 -1.442  0.10
H3 -4.976 5.910 -0.210  0.10
H4 2.755 -0.419 -1.970  0.09
H5 -7.391 5.536 -2.954  0.12
H6 -6.813 4.228 0.536  0.07
H7 5.269 -4.084 6.840  0.05
H8 4.600 -5.713 6.895  0.06
H9 -0.981 -0.772 -4.102  0.12
H10 -0.546 3.938 -2.377  0.08
H11 4.007 -0.534 -3.222  0.09
H12 5.825 0.102 -2.850  0.11
H13 0.739 1.952 -2.328  0.10
H14 1.399 0.039 -4.080  0.06
H15 -1.255 2.963 -3.659  0.07
H16 0.847 1.650 -4.550  0.07
H17 -4.050 4.545 -0.770  0.11
H18 -4.024 -0.157 -1.707  0.08
H19 4.270 -6.442 4.789  0.10
H20 3.195 -6.153 3.434  0.12
H21 -5.612 2.962 0.287  0.05
H22 -7.068 6.754 -0.160  0.06
H23 5.835 -4.975 3.937  0.07
H24 -6.078 1.864 -3.362  0.07
H25 3.734 -2.738 4.066  0.11
H26 2.265 -4.603 6.634  0.10
H27 -0.334 1.808 -0.964  0.11
H28 5.936 -3.481 4.875  0.06
H29 3.691 -4.013 2.870  0.11
H30 4.122 -4.525 8.101  0.07
H31 -5.785 2.033 -1.638  0.04
H32 2.315 -6.834 6.290  0.06
H33 -4.402 3.681 -2.832  0.10
H34 -1.523 0.860 -4.452  0.10
H35 3.089 -3.127 6.215  0.11
H36 1.215 -6.436 4.964  0.08
H37 3.202 -1.987 -2.642  0.10
H38 4.074 -1.420 -0.284  0.15
H39 -1.677 -0.012 -0.739  0.11
H40 2.247 -7.873 4.873  0.07
H41 -5.760 4.188 -3.809  0.11
H42 -6.557 7.531 -1.664  0.08
H43 -5.307 4.251 1.446  0.07
H44 0.598 0.290 -5.635  0.08
H45 5.972 -3.424 3.115  0.04
H46 -2.077 3.116 -2.107  0.04
H47 -1.869 -1.160 -2.044  0.11
H48 -8.266 7.171 -1.377  0.07
H49 -3.424 0.548 -3.204  0.07
H50 -3.379 1.479 -1.705  0.04

Results
HOMO ... -7.9 eV
Calculated total energy ... -118171.9735 eV
Orbital gap ... 8.2 eV


No. 5
Density functional theory data (ωB97M-V/def2-TZVPD) for a single C5H10O molecule.

Each line ends with the Löwdin charge.
Geometry (Å):
O1 -1.170 0.098 0.774  -0.14
C1 -0.461 0.719 -0.252  -0.34
C2 1.667 -0.804 0.107  -0.07
C3 0.668 1.606 0.139  -0.06
C4 -2.068 -0.882 0.303  -0.10
C5 0.948 0.318 -0.604  -0.28
H1 -1.100 1.048 -1.076  0.14
H2 0.921 1.611 1.197  0.11
H3 1.439 -0.804 1.178  0.08
H4 -2.820 -1.038 1.081  0.09
H5 2.752 -0.694 -0.006  0.08
H6 1.385 -1.783 -0.298  0.07
H7 0.782 2.561 -0.365  0.10
H8 -1.567 -1.836 0.089  0.09
H9 1.203 0.425 -1.658  0.13
H10 -2.579 -0.545 -0.611  0.09

Results
Energy above the lowest of the compared OMol25 structures with the same formula, charge and spin ... 35.6 kcal/mol
SMILES string ... CO[C@H]1C[C@H]1C
HOMO ... -9.2 eV
Calculated total energy ... -7393.2221 eV
Orbital gap ... 10.4 eV


No. 6
Density functional theory data (ωB97M-V/def2-TZVPD) for 2 unconnected molecules or ions with the total composition C4H12.

Each line ends with the Löwdin charge.
Geometry (Å):
C1 2.363 1.860 -1.192  -0.17
C2 -2.387 -1.577 0.650  -0.19
C3 -1.112 -1.262 1.399  -0.17
C4 1.161 0.979 -0.840  -0.18
H1 -1.318 -0.482 2.171  0.08
H2 -0.371 -0.860 0.704  0.03
H3 1.099 0.056 -1.409  0.06
H4 1.033 0.685 0.201  0.04
H5 0.278 1.568 -1.123  0.07
H6 3.365 1.501 -0.928  0.06
H7 2.329 2.780 -0.597  0.06
H8 -0.666 -2.150 1.853  0.06
H9 -3.047 -2.287 1.149  0.06
H10 -3.017 -0.691 0.509  0.06
H11 -2.173 -1.979 -0.353  0.07
H12 2.278 2.111 -2.251  0.06

Results
Energy above the lowest of the compared OMol25 structures with the same formula, charge and spin ... 5.0 kcal/mol
SMILES string ... CC.CC
HOMO ... -11.7 eV
Calculated total energy ... -4342.3108 eV
Orbital gap ... 12.8 eV


Q: Which formula does entry 5 have?
A: C5H10O